# 1
DFT (ωB97M-V with the def2-TZVPD basis set) results for the molecule C3H7NS2.

Each line ends with the Löwdin charge.
Geometry (Å):
C  2.1471  1.5493  0.4020  -0.1555
C  2.0930  0.3424  -0.5409  -0.5308
S  1.2349  -1.1683  0.0364  0.8575
C  -0.4040  -0.7001  0.3986  -0.6810
N  -1.0302  0.0425  -0.4145  -0.4284
S  -2.6947  0.2978  0.0309  0.6973
H  2.4047  1.3173  1.4682  0.0870
H  1.2039  2.0044  0.3881  0.0365
H  2.9273  2.2597  0.0938  0.0740
H  3.0871  -0.0414  -0.7469  0.0534
H  1.5623  0.6008  -1.5121  0.0855
H  -0.9719  -1.0801  1.2644  0.0590
H  -2.6618  1.4202  -0.6872  -0.1545

Kohn-Sham gap: 9.21 eV
Net charge: 0
HOMO: -8.517 eV
Molecular weight: 121.2 g/mol
SMILES string: CCS/C=N/S
ΔE to the lowest compared entry with this formula, charge and spin: 134.6 kJ/mol



# 2
DFT (ωB97M-V with the def2-TZVPD basis set) results for a structure of composition C13H15NPbTe.

Each line ends with the Löwdin charge.
Geometry (Å):
C  2.5114  -0.8827  -1.2203  -0.1964
C  1.8039  -2.1099  -0.9832  -0.1633
C  1.8169  -2.3441  0.4450  -0.2035
C  2.5477  -1.2523  1.0521  -0.2682
C  2.9841  -0.3655  0.0130  -0.2425
Pb  -0.0485  0.4380  1.0191  1.0521
N  -1.2636  1.3081  -0.8167  -0.2879
C  -2.2055  0.6497  -2.0718  -0.2678
C  -2.1739  -0.7647  -1.7751  0.0955
H  1.4118  -3.2554  0.9448  0.0890
H  1.4812  -2.8367  -1.7296  0.0761
H  2.7736  -1.1768  2.1451  0.0919
H  3.6240  0.4916  0.1387  0.0741
H  2.8174  -0.5499  -2.2437  0.0919
H  -1.4400  -1.3314  -2.3179  0.0599
H  -2.1290  0.8428  -3.2477  0.1390
H  -1.2132  2.3860  -0.7531  0.0075
H  -2.6765  -1.1932  -0.9264  0.0628
H  -3.0230  1.1411  -1.4805  0.1034
Te  -1.7473  -0.7673  3.0689  0.7004
C  -1.8710  1.3267  3.2491  -0.7897
C  -0.8120  2.2594  3.3481  -0.2333
C  -1.1345  3.6216  3.4389  -0.1084
C  -2.4236  4.1522  3.4060  -0.0791
C  -3.4273  3.1679  3.4980  -0.0838
C  -3.1982  1.7714  3.3651  -0.1763
H  0.2205  1.9799  3.4669  0.0710
H  -0.3432  4.3352  3.5742  0.0969
H  -2.6947  5.2580  3.4216  0.1279
H  -4.4726  3.4428  3.5319  0.0937
H  -3.9687  1.0169  3.4713  0.0674

Kohn-Sham gap (spin up / spin down): 4.24 / 4.10 eV
Net charge: 0
HOMO (spin up / spin down): -7.040 / -6.946 eV
Molecular weight: 520.1 g/mol
ΔE to the lowest compared entry with this formula, charge and spin: 158.4 kJ/mol



# 3
DFT (ωB97M-V with the def2-TZVPD basis set) results for a structure of composition C2H4OSr.

Each line ends with the Löwdin charge.
Geometry (Å):
H  1.7215  1.7772  -0.9654  -0.2600
Sr  1.9256  -0.1985  -1.3062  1.1085
C  -0.1953  -0.8185  0.0185  -0.3870
H  -0.7729  -1.3284  -0.7657  0.0041
H  0.2291  -1.4752  0.7917  0.0015
C  -0.8221  0.3501  0.5526  -0.4566
O  -0.5058  1.5301  0.3247  -0.1075
H  -1.5801  0.1632  1.3499  0.0970

Kohn-Sham gap: 6.10 eV
Net charge: 0
HOMO: -7.022 eV
Molecular weight: 131.7 g/mol



# 4
DFT (ωB97M-V with the def2-TZVPD basis set) results for a structure of composition C55H50CaN2O10P2S.

Each line ends with the Löwdin charge.
Geometry (Å):
Ca  -0.6572  -0.1946  -0.8790  1.4008
O  3.5275  0.8691  -0.8369  0.1819
C  2.2346  1.0813  -0.7464  -0.5019
O  1.4520  0.2242  -0.3710  -0.1206
C  1.8267  2.4697  -1.1474  -0.0911
O  0.4767  2.7559  -0.5821  -0.1727
C  -0.4386  3.3957  -1.5110  -0.0326
C  -0.9555  2.2783  -2.4222  -0.6324
O  -0.4941  2.1680  -3.5507  0.0436
O  -1.7119  1.4335  -1.8088  -0.2051
H  3.7062  -0.0623  -0.6186  0.1666
H  1.8013  2.4817  -2.2454  0.1821
H  2.6667  3.2759  -0.7363  -0.0188
H  0.0591  4.1818  -2.0779  0.1412
H  -1.2287  3.8106  -0.8872  0.1397
O  -2.1166  0.2841  0.7189  -0.2421
C  -3.4482  -0.0121  0.2801  -0.1391
C  -3.4799  -1.3442  -0.4494  -0.2306
C  -4.5968  -2.2680  -0.1051  -0.1198
C  -4.6078  -3.6218  -0.8464  -0.1711
C  -3.6063  -3.7118  -1.9423  -0.0232
C  -2.6510  -2.8070  -2.0721  -0.0915
N  -2.5419  -1.6305  -1.2657  0.0411
H  -1.9488  1.2386  0.6021  0.0847
H  -3.7986  0.7531  -0.4182  0.1403
H  -4.1122  -0.0226  1.1454  0.1310
H  -5.5464  -1.7295  -0.0945  0.1553
H  -5.5949  -3.8998  -1.2130  0.1440
H  -3.6284  -4.5583  -2.6168  0.1236
H  -1.8919  -2.9019  -2.8354  0.0895
C  1.3927  -0.8334  8.3186  -0.0384
C  1.7654  -1.0691  6.8548  -0.4194
C  3.0973  -1.8429  6.7901  -0.0044
C  0.7049  -1.9069  6.1353  -0.0871
C  -0.0137  -2.9283  6.7498  -0.0134
C  -0.8598  -3.7597  6.0258  -0.0659
C  -0.9858  -3.5960  4.6527  -0.0863
C  -0.3032  -2.5776  3.9997  -0.2805
P  -0.2672  -2.3366  2.1736  1.1428
C  1.0655  -3.5024  1.6999  -0.3768
C  1.5629  -4.5038  2.5318  -0.0834
C  2.5776  -5.3442  2.0943  -0.0724
C  3.1139  -5.1989  0.8219  -0.0571
C  2.6391  -4.1982  -0.0146  -0.0541
C  1.6288  -3.3569  0.4319  -0.1066
C  -1.8147  -3.2130  1.6467  -0.3511
C  -1.8151  -4.5327  0.9759  -0.0571
C  -2.9419  -5.0947  0.5368  -0.0420
C  -4.2542  -4.3726  0.5006  -0.1652
C  -4.2770  -3.0084  1.2621  -0.1447
C  -2.9728  -2.5901  1.8825  -0.0958
C  0.5104  -1.7419  4.7709  -0.2089
O  1.1529  -0.7582  4.0749  -0.0310
C  1.6592  0.3258  4.7544  -0.1993
C  1.8468  1.4710  3.9869  -0.2642
C  2.3642  2.5967  4.6119  -0.0747
C  2.6854  2.5639  5.9612  -0.0635
C  2.4742  1.4014  6.6953  -0.0128
C  1.9496  0.2528  6.1075  -0.0892
P  1.2604  1.4192  2.2461  1.1745
C  -0.2876  2.3852  2.5061  -0.3366
C  -1.3858  1.6285  2.9172  -0.1285
C  -2.5985  2.2364  3.2156  -0.0811
C  -2.7347  3.6119  3.0901  -0.0829
C  -1.6453  4.3763  2.6945  -0.0755
C  -0.4276  3.7700  2.4157  -0.0826
C  2.3798  2.5743  1.3597  -0.3538
C  1.9234  3.4776  0.3947  -0.1720
C  2.8969  4.3057  -0.3959  -0.1051
C  4.2401  4.1351  -0.1945  -0.0244
C  4.6877  3.1757  0.7534  -0.0649
C  3.7850  2.4228  1.4983  -0.0682
H  1.2959  -1.7778  8.8527  0.0767
H  0.4541  -0.2846  8.4076  0.1035
H  2.1726  -0.2732  8.8324  0.0768
H  3.0021  -2.8050  7.2974  0.0921
H  3.8911  -1.2684  7.2715  0.0920
H  3.3885  -2.0296  5.7549  0.0971
H  0.1034  -3.1019  7.8111  0.1085
H  -1.3997  -4.5507  6.5285  0.1048
H  -1.6269  -4.2620  4.0886  0.1086
H  1.1617  -4.6349  3.5297  0.0979
H  2.9495  -6.1188  2.7532  0.1047
H  3.9006  -5.8569  0.4766  0.1149
H  3.0530  -4.0772  -1.0075  0.0982
H  1.2915  -2.5631  -0.2288  0.0677
H  -0.8802  -5.0773  0.9262  0.1034
H  -2.9189  -6.1062  0.1468  0.1169
H  -5.0594  -5.0483  0.7883  0.1398
H  -5.1005  -2.8991  1.9677  0.1428
H  -2.9789  -1.6759  2.4723  0.1103
H  2.5172  3.5043  4.0389  0.1103
H  3.0944  3.4411  6.4444  0.1047
H  2.7324  1.3946  7.7456  0.1083
H  -1.2790  0.5540  3.0168  0.0841
H  -3.4356  1.6361  3.5524  0.1068
H  -3.6821  4.0881  3.3076  0.1032
H  -1.7389  5.4520  2.6134  0.1051
H  0.4194  4.3867  2.1416  0.1029
H  0.7972  3.6121  0.2035  0.0482
H  2.5311  5.0227  -1.1185  0.1492
H  4.9545  4.7224  -0.7569  0.1221
H  5.7481  3.0269  0.9022  0.1017
H  4.1725  1.7071  2.2160  0.1188
N  -0.0064  -0.7431  -3.0989  -0.0147
C  0.9846  -1.6853  -3.5544  -0.3118
C  0.9651  -2.9682  -3.0199  -0.0632
C  1.9312  -3.8854  -3.3834  -0.0707
C  2.9443  -3.5255  -4.2645  -0.2536
C  2.9536  -2.2488  -4.8041  -0.0392
C  1.9706  -1.3255  -4.4553  -0.0262
S  4.1407  -4.7701  -4.7531  0.3940
O  4.5909  -5.3008  -3.4722  -0.3732
O  5.1411  -4.0228  -5.4930  -0.3622
O  3.3544  -5.7019  -5.5404  -0.3498
H  0.0885  0.1617  -3.5666  0.0652
H  -0.9429  -1.0326  -3.3819  0.0830
H  0.2004  -3.2451  -2.2998  0.0887
H  1.9364  -4.8848  -2.9660  0.1190
H  3.7475  -1.9891  -5.4922  0.1112
H  1.9789  -0.3235  -4.8720  0.1117

Kohn-Sham gap: 6.35 eV
Net charge: 0
HOMO: -7.191 eV
Molecular weight: 1033.1 g/mol
ΔE to the lowest compared entry with this formula, charge and spin: 1387.5 kJ/mol



Number 1: calculated total energy -969.5861 Ha. Number 2: calculated total energy -1019.6788 Ha. Number 3: calculated total energy -184.3943 Ha. Number 4: calculated total energy -4745.9835 Ha.